One molecule with the formula C3H3N3O, computed with ωB97M-V/def2-TZVPD.

Calculated values
SMILES string	O=Cn1cncn1
max |F|	0.663	eV/Å
E_tot	-9676.806	eV
net charge	0
relative energy (zero: lowest compared OMol25 entry of this formula, charge and spin)	0.648	eV
frontier orbital gap	10.8	eV
LUMO level	0.1	eV

```
10
Properties=species:S:1:pos:R:3:lowdin_charge:R:1
O 2.537 0.393 -0.271 0.08
C 1.723 -0.340 0.224 -0.23
N 0.343 -0.098 0.121 -0.10
C -0.284 1.026 -0.321 -0.13
N -1.575 0.850 -0.322 0.09
C -1.697 -0.457 0.070 -0.21
N -0.578 -1.065 0.378 0.10
H 1.951 -1.242 0.807 0.14
H 0.239 1.894 -0.686 0.13
H -2.643 -0.970 -0.005 0.11
```

***

One molecule with the formula C3H3N3O at a distorted geometry, computed with ωB97M-V/def2-TZVPD.

Calculated values
SMILES string	[H]/N=C(/C#N)C(N)=O
max |F|	4.470	eV/Å
E_tot	-9675.901	eV
net charge	0
relative energy (zero: lowest compared OMol25 entry of this formula, charge and spin)	1.554	eV
frontier orbital gap	10.2	eV
LUMO level	-0.3	eV

```
10
Properties=species:S:1:pos:R:3:lowdin_charge:R:1
C 1.030 -1.568 -0.794 -0.17
C 0.458 -0.736 0.136 -0.33
C -0.839 0.135 -0.052 -0.48
N 1.420 -2.145 -1.717 0.20
N 0.972 -0.695 1.305 0.18
N -0.596 1.464 0.016 0.17
O -1.851 -0.542 -0.160 0.09
H -1.268 2.189 -0.086 0.10
H 0.224 1.806 -0.500 0.13
H 0.449 0.092 1.852 0.11
```